Entry 1:
The following is a DFT calculation (ωB97M-V with the def2-TZVPD basis set) of a cluster of 3 separate species, C5H15INO2 in total in a non-equilibrium geometry.

```
24
Properties=species:S:1:pos:R:3
I -0.7450 1.2560 3.5210
O 0.5017 -1.8258 -2.0961
O -0.0323 3.6051 0.9613
N 0.3633 -1.7681 1.6356
C -0.0962 -1.9533 0.2512
C 1.5285 -1.9442 -2.9393
C -0.9552 4.7059 1.0479
C -1.3278 -1.1129 0.0595
C 1.0538 -1.7346 -0.7751
H 1.9985 -2.9286 -2.9728
H -0.7172 5.1657 2.0082
H 1.8709 -2.4504 -0.6777
H 1.5111 -0.7672 -0.5605
H -0.7443 5.4575 0.2872
H -1.8574 -1.0041 1.0068
H 1.1371 -1.6974 -3.9277
H -0.3603 2.9127 1.5445
H -2.0036 4.4079 1.0292
H -1.9665 -1.2910 -0.8050
H 0.2581 -0.7616 1.6661
H 2.3136 -1.1897 -2.8594
H -0.3081 -2.0201 2.3478
H -0.4216 -2.9902 0.1521
H -1.0012 -0.0714 0.0953
```

Properties
charge = -1


Entry 2:
The following is a DFT calculation (ωB97M-V with the def2-TZVPD basis set) of a cluster of 2 separate species, C5H15N2 in total in a non-equilibrium geometry.

```
22
Properties=species:S:1:pos:R:3
N -1.7888 0.5079 -1.3779
N 0.7455 -0.7265 0.0815
C -2.2140 -1.2623 0.2175
C 1.5988 0.3999 -0.1567
C -1.8025 0.1291 -0.1636
C 3.1815 0.0386 -0.2599
C -1.5642 1.2071 0.8492
H 0.9862 -1.0569 0.9919
H 3.5685 -0.7468 -0.9840
H 3.6495 1.0203 -0.4560
H 0.7716 -1.2248 -0.7676
H 3.5164 -0.4497 0.7360
H -0.4508 1.3723 0.9861
H -1.9978 1.1061 1.8533
H -2.0266 -0.1690 -2.1096
H -2.2792 -2.0047 -0.6342
H 1.5556 0.9593 0.7886
H -1.4451 1.3775 -1.5758
H 1.3613 1.0294 -0.9432
H -1.6206 -1.7452 1.1243
H -3.2964 -1.4076 0.6461
H -1.6894 2.2965 0.5473
```

Properties
charge = +1


Entry 3:
The following is a DFT calculation (ωB97M-V with the def2-TZVPD basis set) of the ion C5H15N2 with charge +1 in a non-equilibrium geometry.

```
22
Properties=species:S:1:pos:R:3
N 0.3552 1.7792 0.3727
N 0.5232 -0.7649 0.1654
C 0.0588 1.3265 -0.9957
C -0.1427 -1.6308 1.1289
C 0.6104 -2.7544 1.8002
C -1.0799 2.1289 -1.7555
C -0.3303 -0.1902 -0.9142
H -1.3763 -0.1684 -0.6132
H -0.5176 1.9709 0.8795
H 0.7149 2.7403 0.3876
H -0.4696 -0.9902 1.9855
H -1.0595 1.9050 -2.8078
H 0.8290 -3.4343 0.9761
H -0.8795 3.1935 -1.6669
H 1.1913 -1.3206 -0.3688
H 0.9494 1.4527 -1.6074
H -0.0512 -0.6263 -1.8561
H -1.0980 -1.9584 0.6797
H -2.0097 1.9546 -1.2070
H -0.0999 -3.2490 2.4497
H 0.9203 0.9201 0.6382
H 1.5178 -2.4653 2.3328
```

Properties
charge = +1
SMILES = CCNC[C@@H](C)[NH3+]


Entry 4:
The following is a DFT calculation (ωB97M-V with the def2-TZVPD basis set) of the ion C5H15N2 with charge +1 in a non-equilibrium geometry.

```
22
Properties=species:S:1:pos:R:3
N 0.8363 0.1383 -0.1249
N 0.1559 -0.1099 -2.7323
C -0.0576 1.2084 -2.1421
C 0.8642 1.3933 -0.9500
C -0.4515 -0.1769 0.5789
C -0.5500 -0.9366 3.0581
C -0.3250 -1.3407 1.5787
H -1.1736 -0.4036 -0.1984
H 0.5912 -1.9220 1.4456
H 1.8933 1.5756 -1.2570
H 0.3176 -0.6748 3.6485
H 0.5442 2.2409 -0.3458
H -1.3091 -0.1488 3.1078
H 0.6972 -0.1308 -3.5978
H 1.6106 0.1552 0.5337
H -1.1198 -1.7700 3.4686
H -0.6894 0.7079 1.1683
H -0.7010 -0.5456 -3.0434
H -1.1344 -2.0161 1.3279
H 0.1334 1.9793 -2.8904
H -1.0751 1.3804 -1.7892
H 0.9427 -0.6031 -0.8448
```

Properties
charge = +1
SMILES = CCC[NH2+]CCN


Entry 5:
The following is a DFT calculation (ωB97M-V with the def2-TZVPD basis set) of the ion C5H15N2 with charge +1 in a non-equilibrium geometry.

```
22
Properties=species:S:1:pos:R:3
N -1.0758 -1.1889 0.6980
N 1.7106 1.1297 -1.2514
C -0.4637 1.1840 0.5015
C 0.9321 0.6928 1.0518
C 1.8309 0.1469 -0.1110
C -1.7107 -2.3397 0.0416
C -1.2099 0.0123 -0.1595
H 2.0570 2.0975 -1.0823
H -0.8337 -0.1489 -1.2054
H -1.0806 1.6963 1.2811
H -1.0503 -2.6416 -0.7826
H 1.9822 0.8467 -2.1907
H -1.5435 -0.7992 1.5189
H 1.7274 -0.9065 -0.4057
H 0.7097 0.0396 1.8938
H -2.7207 -2.1328 -0.3231
H -2.2355 0.2955 -0.3929
H 0.7114 1.3850 -1.2746
H 2.8810 0.1553 0.1541
H 1.3666 1.6073 1.5067
H -0.3936 2.0911 -0.1263
H -1.5907 -3.2227 0.6581
```

Properties
charge = +1
SMILES = CNCCCC[NH3+]


Entry 6:
The following is a DFT calculation (ωB97M-V with the def2-TZVPD basis set) of a cluster of 2 separate species, C5H15N2 in total.

```
22
Properties=species:S:1:pos:R:3
N 0.2894 0.2968 -1.5882
N -0.2723 -0.8298 0.9166
C -0.6291 0.9868 -2.1134
C 0.7114 -1.9271 1.0813
C 1.5722 0.2364 -2.2905
C -0.2950 0.1963 2.0078
C -1.4552 1.1559 1.7522
H 0.4868 -2.5497 1.9433
H 0.6775 0.6864 1.9770
H 0.7412 -2.5365 0.1822
H -0.4150 1.6046 -2.9875
H 1.9301 -0.7893 -2.3206
H -1.6542 0.9579 -1.7588
H -1.2199 -1.1877 0.8734
H -1.5540 1.3746 0.6893
H 1.6873 -1.4660 1.2275
H -0.0225 -0.3785 -0.0023
H -1.3228 2.0523 2.3514
H 1.4504 0.6256 -3.3020
H -2.4023 0.7032 2.0569
H -0.3863 -0.2810 2.9812
H 2.3171 0.8421 -1.7714
```

Properties
charge = +1


Entry 7:
The following is a DFT calculation (ωB97M-V with the def2-TZVPD basis set) of the ion C5H15N2 with charge +1 in a non-equilibrium geometry.

```
22
Properties=species:S:1:pos:R:3
N -1.0982 1.5124 -0.9940
N 0.6668 -0.7110 1.6688
C 1.0757 -0.3455 3.0244
C 0.2927 -0.5934 -2.7527
C -0.3752 0.1581 1.1999
C -0.0597 -0.6741 -1.2275
C -0.1235 0.5144 -0.3864
H 1.2492 0.0317 -2.9692
H 2.0358 -0.6999 3.1999
H -1.3130 -0.4473 1.2375
H 0.3925 -0.8459 3.8206
H -1.8928 1.6030 -0.2707
H -0.6865 2.4704 -1.1781
H 0.7122 -1.3473 -0.7794
H 1.0083 0.7577 3.0447
H 0.6873 1.1518 -0.5367
H -1.6323 1.1614 -1.8573
H -0.6228 -0.1332 -3.2831
H 0.5629 -1.5161 -3.1426
H 0.5183 -1.7631 1.6250
H -0.9506 -1.3648 -1.2140
H -0.4471 1.0807 1.7711
```

Properties
charge = +1
SMILES = CC[C@@H]([NH3+])CNC


Entry 8:
The following is a DFT calculation (ωB97M-V with the def2-TZVPD basis set) of the ion C5H15N2 with charge +1 in a non-equilibrium geometry.

```
22
Properties=species:S:1:pos:R:3
N -0.9506 -1.4150 -1.2963
N 0.0164 1.1129 -0.8152
C 0.9331 0.6921 1.3830
C 1.9796 1.7952 1.2651
C -0.4789 -1.1677 0.1441
C -2.4083 -1.7620 -1.2457
C 0.6379 -0.0349 0.0957
H -1.2793 -0.7092 0.8902
H 1.3726 -0.1308 1.9019
H -2.7918 -0.7703 -1.0557
H 1.9428 2.3282 0.2729
H 1.5347 -0.4896 -0.4553
H -2.5690 -2.4042 -0.2531
H -2.8185 -2.1547 -2.2248
H -0.5753 0.5969 -1.4761
H 2.1101 2.6087 2.0158
H -0.4790 1.8881 -0.2980
H 0.2394 1.2177 2.0011
H -0.3295 -2.1414 -1.6079
H 0.8345 1.5815 -1.2107
H -0.0224 -2.1226 0.6440
H 3.1014 1.4813 1.3250
```

Properties
charge = +1
SMILES = CC[C@H]([NH3+])CNC


Entry 9:
The following is a DFT calculation (ωB97M-V with the def2-TZVPD basis set) of the ion C5H15N2 with charge +1 in a non-equilibrium geometry.

```
22
Properties=species:S:1:pos:R:3
N 2.7748 0.0572 -0.1039
N 0.7666 -0.7125 1.0250
C -2.1767 0.4973 0.8948
C -1.6157 -0.7777 -1.1103
C 1.5464 0.4641 -0.7881
C 0.5388 0.5025 0.3313
C -1.2447 0.4015 -0.2534
H 1.6976 1.4377 -1.4013
H 0.2794 -0.7021 1.9850
H -1.9377 -0.3174 1.5250
H -3.1883 0.3079 0.4987
H -0.9651 -0.9584 -1.9706
H 1.2420 -0.4710 -1.3194
H -1.2917 1.1915 -0.8722
H -1.5964 -1.7491 -0.5087
H 0.5558 1.3046 1.0472
H 0.2829 -1.3897 0.3972
H 2.3422 -0.6967 0.5754
H 3.7150 -0.1170 -0.5148
H 2.9593 0.8135 0.5034
H -2.5836 -0.5397 -1.3780
H -2.1009 1.4536 1.4377
```

Properties
charge = +1
SMILES = CC(C)[C@@H](N)C[NH3+]


Entry 10:
The following is a DFT calculation (ωB97M-V with the def2-TZVPD basis set) of a cluster of 2 separate species, C5H15N2 in total.

```
22
Properties=species:S:1:pos:R:3
N -1.6173 2.3591 -0.6342
N 0.9994 -2.7074 1.5675
C -0.3136 2.4286 -0.2003
C -1.8421 1.4857 -1.7666
C 0.1424 2.5175 1.0603
C 1.5739 -2.1138 0.2836
C 0.4778 -1.3497 -0.4281
H -0.4508 -1.9244 -0.4109
H -1.6340 0.4262 -1.5854
H 0.4297 2.3633 -0.9889
H 0.2950 -0.3894 0.0621
H -2.8624 1.5770 -2.1328
H 1.1973 2.6616 1.2322
H 1.9870 -2.9545 -0.2662
H 0.7403 -1.1029 -1.4522
H 0.3281 -3.4548 1.3655
H 2.3723 -1.4570 0.6193
H -1.2083 1.8182 -2.5886
H -0.5487 2.5667 1.8912
H -2.2968 2.2917 0.1068
H 1.7462 -3.0450 2.1690
H 0.4847 -1.9966 2.0969
```

Properties
charge = +1


The following HOMO energy values (in Ha) correspond, in order, to the records above: -0.1480; -0.4757; -0.5056; -0.5260; -0.4661; -0.5260; -0.4571; -0.5022; -0.4983; -0.3979.
The following ΔE to the lowest compared entry with this formula, charge and spin values (in kJ/mol) correspond, in order, to the records above: 81.9; 206.7; 112.1; 54.9; 170.1; 90.3; 223.7; 230.0; 229.6; 159.6.
The following E values (in hartree) correspond, in order, to the records above: -702.47150; -308.71396; -308.74999; -308.77174; -308.72787; -308.75827; -308.70747; -308.70507; -308.70521; -308.73187.